This record from the Open Molecules 2025 dataset describes a molecular structure, C13H15ClN2O2PtSe. The level of theory is ωB97M-V/def2-TZVPD.

Element x y z (Å)
Cl -3.686 -2.618 2.967
C -0.227 -2.222 -2.127
C -0.393 -1.266 -3.203
C -1.600 -0.569 -3.019
H 0.225 -1.188 -4.110
C -2.292 -1.141 -1.882
C -1.399 -2.204 -1.320
H -1.755 -2.828 -0.485
H 0.631 -2.885 -1.989
H -1.993 0.256 -3.606
C -3.712 -1.016 -1.406
Pt -0.867 -0.209 -0.357
C -2.140 0.459 1.033
O -2.788 0.969 1.830
C -0.128 -1.377 1.050
O 0.300 -1.918 1.985
H -3.992 0.052 -1.336
H -3.800 -1.447 -0.380
H -4.428 -1.515 -2.102
C 3.141 -0.362 -0.260
N 2.792 0.656 0.715
C 3.407 0.969 1.932
C 2.644 1.916 2.529
N 1.580 2.173 1.679
C 0.484 3.060 2.017
C 1.748 1.507 0.496
Se 0.907 1.757 -1.151
H 2.386 -1.170 -0.265
H 4.133 -0.768 -0.024
H 3.138 0.091 -1.264
H 4.322 0.504 2.276
H 2.731 2.474 3.457
H -0.161 2.602 2.789
H 0.896 4.000 2.418
H -0.104 3.258 1.113

As for the expectation value of S²: 6.027. The molecular weight comes out at 540.77 Da. As for the multiplicity: 5. The HOMO energy (spin up / spin down) comes out at -15.04 / -15.56 eV. The orbital gap (spin up / spin down) comes out at 8.29 / 5.15 eV. The net charge is +2.

Atomic partial charges in e from the natural (NBO) method, atoms 1 to 4:
1. Cl 0.01
2. C -0.16
3. C -0.12
4. C -0.23

***

This record from the Open Molecules 2025 dataset describes a molecular structure, C31H21IrN4O4Se. The level of theory is ωB97M-V/def2-TZVPD.

Element x y z (Å)
Ir 1.303 0.035 -0.706
C -0.834 3.799 -1.244
C -0.406 2.491 -1.500
N 0.022 1.679 -0.553
C 0.052 2.138 0.748
C -0.376 3.433 1.084
C -0.811 4.271 0.036
C -0.373 3.826 2.445
C 0.012 2.931 3.398
C 0.434 1.624 3.073
C 0.491 1.220 1.759
N 0.797 -0.009 1.231
C 0.691 -1.275 1.753
C 0.746 -1.707 3.058
C 0.514 -3.065 3.366
C 0.214 -3.986 2.407
C 0.121 -3.577 1.054
C -0.213 -4.449 -0.003
C -0.308 -3.967 -1.276
C -0.053 -2.612 -1.516
N 0.265 -1.764 -0.556
C 0.364 -2.232 0.736
H -1.169 4.410 -2.069
H -0.421 2.103 -2.508
H -1.129 5.282 0.261
H -0.684 4.828 2.707
H 0.004 3.223 4.440
H 0.722 0.959 3.871
H 0.985 -1.026 3.858
H 0.582 -3.375 4.401
H 0.042 -5.023 2.661
H -0.396 -5.495 0.209
H -0.566 -4.607 -2.107
H -0.110 -2.215 -2.519
O 3.120 -0.913 -0.420
C 3.700 0.218 -0.227
O 2.942 1.248 -0.351
C 5.115 0.316 0.090
C 5.726 1.566 0.088
C 7.084 1.699 0.369
C 7.770 0.542 0.649
O 9.081 0.410 0.948
C 9.309 -0.985 1.192
O 8.076 -1.666 0.959
C 7.157 -0.709 0.653
C 5.831 -0.863 0.374
H 5.130 2.440 -0.133
H 7.578 2.660 0.368
H 9.612 -1.121 2.230
H 10.065 -1.350 0.498
H 5.349 -1.830 0.371
Se 1.850 0.053 -3.079
C 0.250 0.046 -4.094
C -1.017 -0.095 -3.531
C -2.111 -0.111 -4.381
N -2.015 0.007 -5.705
C -0.803 0.144 -6.231
C 0.362 0.164 -5.476
H -1.152 -0.176 -2.459
H -3.111 -0.224 -3.980
H -0.754 0.240 -7.309
H 1.325 0.270 -5.956

As for the expectation value of S²: 0.762. The molecular weight comes out at 784.71 Da. As for the multiplicity: 2. The HOMO energy (spin up / spin down) comes out at -9.83 / -9.82 eV. The orbital gap (spin up / spin down) comes out at 6.75 / 4.16 eV. The net charge is +1.

Atomic partial charges in e from the natural (NBO) method, atoms 1 to 4:
1. Ir 1.07
2. C -0.27
3. C 0.08
4. N -0.44

***

This record from the Open Molecules 2025 dataset describes C19H21ClN4O2S in the gas phase. The level of theory is ωB97M-V/def2-TZVPD.

Element x y z (Å)
C -3.017 -1.777 2.090
N -2.400 -0.971 1.075
C -2.720 -0.831 -0.253
N -1.921 -0.016 -0.884
C -1.024 0.438 0.043
C 0.031 1.331 -0.089
C 0.797 1.586 1.036
C 0.503 0.989 2.271
C -0.558 0.120 2.420
C -1.311 -0.160 1.292
H -0.781 -0.322 3.380
H 1.122 1.227 3.124
N 1.900 2.442 0.921
S 2.963 2.215 -0.362
O 2.386 2.714 -1.569
O 4.209 2.758 0.089
C 3.056 0.426 -0.441
C 2.352 -0.262 -1.410
C 2.330 -1.646 -1.382
C 3.018 -2.313 -0.378
C 3.741 -1.621 0.585
C 3.751 -0.238 0.551
H 4.305 0.335 1.278
H 4.280 -2.160 1.347
Cl 2.978 -4.035 -0.325
H 1.780 -2.202 -2.124
H 1.836 0.290 -2.178
H 2.402 2.611 1.779
H 0.249 1.819 -1.022
C -3.886 -1.486 -0.923
N -5.063 -0.646 -1.085
C -4.845 0.570 -1.857
C -4.618 1.729 -0.862
H -3.568 2.014 -0.844
H -5.205 2.601 -1.146
C -5.062 1.169 0.497
H -4.205 1.039 1.158
H -5.777 1.818 1.001
C -5.692 -0.190 0.142
H -6.756 -0.052 -0.077
H -5.600 -0.931 0.936
H -5.751 0.748 -2.445
H -4.002 0.445 -2.533
H -4.194 -2.386 -0.385
H -3.569 -1.780 -1.927
H -3.592 -1.154 2.782
H -2.245 -2.303 2.655
H -3.681 -2.511 1.639

The molecular weight comes out at 404.92 Da. The HOMO energy comes out at -8.33 eV. The orbital gap comes out at 8.69 eV. The net charge is 0.

Atomic partial charges in e from the natural (NBO) method, atoms 1 to 4:
1. C -0.41
2. N -0.36
3. C 0.39
4. N -0.50